Computed, not measured: C31H23N11O5SY as an isolated structure at a distorted geometry, with ωB97M-V/def2-TZVPD.

Last column: natural (NBO) charge in e.
Cartesian coordinates (Å):
Y  -1.7055  -1.6465  1.2918  2.401
N  -4.4850  -5.1948  1.7767  -0.307
C  -4.2656  -3.9519  1.3551  0.258
N  -3.0263  -3.6205  1.6719  -0.669
C  -2.5305  -4.7357  2.2955  0.288
N  -3.3987  -5.7095  2.3723  -0.205
C  -1.1570  -4.7736  2.7750  0.110
C  -0.6768  -5.8303  3.5448  0.047
N  0.5719  -5.8588  3.9788  -0.306
C  1.3574  -4.8494  3.6220  0.022
C  0.8911  -3.7949  2.8504  0.024
N  -0.3768  -3.7321  2.4351  -0.510
H  -5.3214  -5.7540  1.6952  0.449
H  -4.9713  -3.3207  0.8402  0.262
H  -1.3291  -6.6548  3.8054  0.238
H  2.3835  -4.8858  3.9649  0.234
H  1.5526  -2.9944  2.5516  0.227
C  1.2686  0.6186  -5.4772  -0.255
O  0.9456  1.9975  -5.4267  -0.466
C  -0.2514  2.3663  -4.9496  0.330
C  -1.2595  1.4773  -4.5675  -0.268
C  -2.4391  1.9645  -4.0353  -0.212
C  -2.6440  3.3396  -3.8997  -0.023
C  -1.6675  4.2220  -4.3769  -0.164
C  -0.4775  3.7457  -4.8699  -0.241
N  -3.8064  3.9245  -3.3686  -0.071
N  -4.5096  3.3764  -2.5100  -0.147
C  -4.2169  2.2127  -1.8014  0.074
C  -5.2045  1.2607  -1.6479  -0.187
C  -4.9820  0.0849  -0.9288  -0.227
C  -3.7764  -0.1557  -0.3053  0.270
O  -3.4967  -1.3016  0.3369  -0.949
C  -2.8090  0.8800  -0.3037  0.096
N  -1.7088  0.6897  0.4979  -0.637
C  -0.8173  1.6696  0.5723  0.097
C  -0.9255  2.8570  -0.1475  -0.260
C  -2.0135  3.0553  -0.9625  -0.072
C  -3.0052  2.0638  -1.0568  -0.031
H  2.3108  0.5664  -5.7757  0.222
H  0.6557  0.0926  -6.2132  0.182
H  1.1489  0.1479  -4.4979  0.169
H  -1.1334  0.4120  -4.7017  0.216
H  -3.2325  1.2761  -3.7738  0.221
H  -1.8612  5.2855  -4.3160  0.240
H  0.3007  4.4101  -5.2200  0.244
H  -6.1569  1.4238  -2.1349  0.245
H  -5.7573  -0.6679  -0.8602  0.227
H  0.0200  1.5319  1.2443  0.210
H  -0.1631  3.6165  -0.0518  0.253
H  -2.1114  3.9856  -1.5043  0.248
O  6.0141  1.5309  -1.1208  -1.011
S  6.9486  2.0341  -0.1369  2.401
O  7.0009  3.4764  -0.0299  -0.985
O  8.2118  1.3392  -0.0831  -0.978
C  6.1594  1.5925  1.4871  0.165
N  6.8466  1.7968  2.6120  -0.368
C  6.2348  1.5082  3.7518  0.083
C  4.9613  0.9420  3.7872  -0.278
C  4.3415  0.7571  2.5616  0.130
N  4.9283  1.1173  1.4205  -0.442
C  3.0147  0.1681  2.3556  0.075
C  2.6628  -0.1824  1.0465  -0.205
C  1.4070  -0.6718  0.7976  0.027
N  0.4955  -0.8908  1.7662  -0.683
C  0.8425  -0.5676  3.0256  0.027
C  2.0622  -0.0241  3.3607  -0.233
H  6.7825  1.7266  4.6617  0.207
H  4.5064  0.6431  4.7232  0.210
H  3.3865  -0.0203  0.2553  0.311
H  1.0950  -0.8890  -0.2199  0.208
H  0.1030  -0.7650  3.7987  0.198
H  2.2581  0.2567  4.3858  0.247

Calculated values
Charge = +1
Largest force on an atom = 1.10 eV/Å
Energy above the lowest of the compared OMol25 structures with the same formula, charge and spin = 15.2 kcal/mol
Energy = -2609.95100 Eh